[1]
A structure of composition C14H18B2BeCaCl2F4N3NaO14S in a non-equilibrium geometry, computed with the ωB97M-V functional and the def2-TZVPD basis.

Geometry (Å):
C: -0.86312 2.74475 -1.92084
C: -1.33499 1.38532 -2.70682
S: -2.95124 0.64539 -2.11626
C: -2.93131 0.36796 -0.23448
C: -1.36149 0.10059 0.16359
C: -0.47407 -1.11414 -0.53345
N: 0.85031 -0.85341 0.15173
C: 2.10761 -1.68968 -0.16113
O: 3.03339 -0.72739 -0.84562
O: 2.39663 -0.13257 -1.83018
C: 0.86171 0.28813 1.16704
N: -0.52680 0.90373 1.18325
H: -0.32429 3.52315 -2.60869
H: -0.09500 2.39195 -1.07964
H: -1.79385 3.17634 -1.33742
H: -1.49424 1.67550 -3.85233
H: -0.41881 0.63565 -2.70584
H: -3.21890 1.42906 0.23034
H: -3.67642 -0.47750 0.11249
H: -0.80053 -1.89210 -1.35053
H: 2.57941 -2.16329 0.80010
H: 1.83823 -2.49238 -0.99976
H: 2.07979 0.79101 -1.54055
H: 1.77838 0.67752 1.80751
H: -0.91228 1.71734 1.74777
C: 1.71508 1.92460 5.61558
C: 2.44048 1.76383 4.28947
N: 3.04237 1.63048 3.18949
H: 2.17958 1.28852 6.37405
H: 1.76594 2.96614 5.94438
H: 0.66594 1.63720 5.50374
Cl: 1.99041 3.04903 2.21173
Ca: -5.24374 0.93836 -2.01281
O: -7.67133 1.32604 0.89740
H: -7.95530 0.48820 1.29272
H: -8.49303 1.71927 0.56699
Cl: 1.39572 -1.59762 2.48165
B: -1.83933 2.44546 7.41144
F: -2.61330 2.09617 8.59152
F: -1.15206 1.26422 6.91538
F: -2.72954 2.95636 6.38174
F: -0.86234 3.46522 7.75701
C: -8.52424 -2.36004 1.96892
O: -8.07825 -3.06174 1.07417
O: -8.67838 -1.13499 1.90405
O: -8.89038 -2.76644 3.07769
Be: 3.71904 -0.14284 4.63398
Na: 5.46860 0.62705 6.39667
B: 4.15364 -2.41695 -5.69315
O: 3.96141 -3.16145 -4.44454
C: 2.75183 -2.82604 -3.97448
O: 2.27249 -3.26834 -2.94303
C: 2.12571 -1.88257 -4.86338
O: 1.02158 -1.38337 -4.71901
O: 2.93913 -1.62083 -5.89625
O: 5.33812 -1.55613 -5.61313
C: 6.16348 -1.93835 -6.59771
O: 7.24953 -1.42673 -6.81681
C: 5.57433 -3.02484 -7.33579
O: 6.07254 -3.59754 -8.29141
O: 4.37614 -3.33031 -6.81853

Atoms 1-6, force components in eV/Å:
-0.05 -0.95 1.58
2.51 1.49 -1.64
3.60 -0.32 -0.40
2.09 1.38 2.24
1.77 -3.21 -1.29
0.14 6.35 5.05

- E_HOMO: -6.87 eV
- M: 724.974 g/mol
- Charge: 0

Atomic partial charges in e from the natural (NBO) method, atoms 1 to 6: atom 1 (C): -0.6460, atom 2 (C): -0.5239, atom 3 (S): -0.1058, atom 4 (C): -0.6050, atom 5 (C): 0.0068, atom 6 (C): 0.0282

***

[2]
A structure of composition C14H18Br2FN2NaO2PS in a non-equilibrium geometry, computed with the ωB97M-V functional and the def2-TZVPD basis.

Geometry (Å):
C: -4.59476 2.66360 4.73173
O: -4.70640 2.11079 3.36575
C: -3.47905 1.33850 3.17275
C: -3.63176 0.26251 1.98080
C: -3.71475 0.96083 0.50545
C: -2.23444 1.38356 -0.00382
C: -1.64893 0.43489 -1.17538
C: -0.26133 -0.21366 -0.60756
C: 0.44225 -0.97020 -1.84772
C: 1.99735 -1.28648 -1.64196
C: 3.09799 -1.10619 -2.80131
P: 2.43009 -0.43033 -4.45478
O: 3.33930 -1.01721 -5.78196
Br: 2.93462 1.81179 -4.33889
C: 4.61051 -1.43121 -2.57278
Br: 6.01034 -1.17648 -3.95133
C: 5.12199 -1.99992 -1.16906
N: 6.50427 -2.35223 -0.91953
S: 6.36485 -2.88692 0.73254
N: 4.70391 -2.68112 1.18493
C: 4.05960 -2.18032 -0.00900
C: 2.53556 -1.80581 -0.25915
F: 1.68007 -1.98728 0.88649
H: -5.06336 1.87215 5.43302
H: -3.46234 2.79349 4.94793
H: -5.13189 3.67675 4.78516
H: -2.57617 2.03116 2.93126
H: -3.22228 0.73491 4.13200
H: -2.71459 -0.43793 2.06636
H: -4.60235 -0.33003 2.17446
H: -4.40184 1.88578 0.59354
H: -4.23910 0.21847 -0.19209
H: -1.55381 1.31442 0.93434
H: -2.21308 2.48176 -0.32585
H: -2.42858 -0.38182 -1.37670
H: -1.49148 0.99374 -2.16910
H: -0.60228 -1.02666 0.14300
H: 0.39141 0.56605 -0.08699
H: -0.10443 -1.98674 -1.96640
H: 0.19725 -0.37240 -2.79177
H: 3.97672 -0.27796 -5.98903
Na: 7.68093 -1.19625 1.73064

Atoms 1-6, force components in eV/Å:
0.11 -0.26 -0.26
2.01 -0.24 1.20
0.33 -1.10 -0.75
-0.40 0.76 0.10
0.03 -0.01 0.88
-0.37 0.02 0.29

- E_HOMO: -11.16 eV
- M: 511.147 g/mol
- Charge: +1

Atomic partial charges in e from the natural (NBO) method, atoms 1 to 6: atom 1 (C): -0.2689, atom 2 (O): -0.5658, atom 3 (C): -0.0781, atom 4 (C): -0.4208, atom 5 (C): -0.4163, atom 6 (C): -0.4149

***

[3]
A structure of composition C14H18BrLiN3O5 in a non-equilibrium geometry, computed with the ωB97M-V functional and the def2-TZVPD basis.

Geometry (Å):
Li: -0.25120 0.63391 -0.89328
N: -2.41397 3.05741 -1.50302
N: -1.65083 3.91034 -0.78186
C: -0.43589 3.56081 -0.14283
O: 0.09805 4.52843 0.43751
O: -0.06479 2.35369 -0.15636
H: -3.36638 3.38195 -1.58875
H: -2.38992 2.14220 -1.03049
H: -1.79298 4.89408 -0.92794
Br: -5.96074 -3.38480 3.03311
C: -4.56858 -2.20415 2.84470
C: -3.94927 -1.66356 3.96930
C: -2.98908 -0.65059 3.81161
C: -2.67411 -0.22247 2.55236
C: -3.23847 -0.80489 1.38250
C: -4.22605 -1.75551 1.56393
C: -2.75701 -0.42460 0.05752
O: -3.04919 -1.03339 -0.98802
O: -1.90993 0.60339 0.03561
H: -4.19860 -2.03854 4.96341
H: -2.49886 -0.20160 4.66692
H: -1.97278 0.63121 2.43447
H: -4.73673 -2.18311 0.68269
O: 0.88532 -0.43328 -1.95033
C: 1.80704 -1.24035 -1.70174
C: 2.82027 -1.74687 -2.67200
C: 3.99887 -0.75126 -2.68340
C: 4.56422 -0.29166 -1.27380
C: 3.55191 0.47352 -0.40841
C: 2.56135 -0.40934 0.40111
N: 2.07228 -1.55673 -0.35490
H: 2.30637 -1.76710 -3.65349
H: 3.11069 -2.78275 -2.37998
H: 3.63847 0.13786 -3.23277
H: 4.84434 -1.20319 -3.24025
H: 5.45985 0.30657 -1.48132
H: 4.91855 -1.21957 -0.75618
H: 2.88890 1.07669 -1.06645
H: 4.05080 1.17394 0.31737
H: 1.70592 0.21372 0.71494
H: 3.04066 -0.79933 1.31681
H: 2.77150 -2.31107 -0.31829

Atoms 1-6, force components in eV/Å:
-0.89 0.94 0.49
-0.85 -2.59 -2.25
1.74 1.65 2.11
-0.78 1.00 0.13
0.49 -0.12 -0.05
0.53 -0.16 -0.66

- E_HOMO: -3.08 eV
- M: 395.159 g/mol
- Charge: -1

Atomic partial charges in e from the natural (NBO) method, atoms 1 to 6: atom 1 (Li): 0.9083, atom 2 (N): -0.7105, atom 3 (N): -0.5338, atom 4 (C): 0.8669, atom 5 (O): -0.7961, atom 6 (O): -0.8964

***

[4]
The molecule C14H18ClNO4S in a non-equilibrium geometry, computed with the ωB97M-V functional and the def2-TZVPD basis.

Geometry (Å):
C: -3.13491 -1.00802 4.80845
C: -2.58194 -2.27422 4.45833
S: -0.82133 -1.70226 3.99835
O: -0.14043 -3.10194 3.40272
O: 0.02870 -1.24064 4.93576
N: -1.10447 -0.74514 2.60815
C: -0.36648 0.49819 2.69850
C: 1.20066 0.31432 2.41309
C: 1.37065 -0.13409 1.06852
C: 0.86098 0.54939 -0.14676
O: 0.23518 1.77834 0.04362
O: 1.37279 0.09726 -1.39412
C: 1.12912 0.84785 -2.43140
C: 0.83597 -0.02897 -3.64226
C: 0.38387 0.47317 -4.79793
C: 0.61644 1.81947 -5.06052
Cl: -0.00448 2.67678 -6.58717
C: 0.75781 2.81283 -3.93890
C: 1.10660 2.04756 -2.82961
C: 0.40186 -1.72588 0.84880
C: -1.02468 -1.44735 1.27390
H: -4.34756 -0.98986 5.14788
H: -2.42612 -0.71771 5.55478
H: -3.19851 -0.24387 3.92494
H: -2.65175 -3.08167 5.20864
H: -3.03016 -2.61117 3.48508
H: -0.31911 0.79477 3.77985
H: -0.89323 0.99605 2.05899
H: 1.54999 1.15400 2.25998
H: 1.54881 -0.31658 2.96739
H: 2.46335 -0.43885 0.80047
H: 0.83240 -0.97592 -3.40500
H: 0.28607 -0.12647 -5.64765
H: 0.94969 3.67785 -4.13052
H: 1.20261 2.69458 -1.87347
H: 1.09652 -2.38462 1.47585
H: 0.64454 -2.05680 -0.10732
H: -1.51019 -2.24747 1.32360
H: -1.44054 -0.78373 0.61183

Atoms 1-6, force components in eV/Å:
-5.14 3.54 0.25
0.71 -1.27 -2.75
-1.36 -12.63 -9.90
-3.24 5.04 1.90
3.32 4.65 5.85
0.27 -1.62 1.79

- E_HOMO: -8.89 eV
- M: 331.821 g/mol
- Charge: 0
- SMILES string: CCS(=O)(=O)N1CCC(C(=O)Oc2ccc(Cl)cc2)CC1
- Energy relative to the best compared isomer or geometry (same formula, charge and spin): 1284.64 kJ/mol

Atomic partial charges in e from the natural (NBO) method, atoms 1 to 6: atom 1 (C): -0.6589, atom 2 (C): -0.5557, atom 3 (S): 2.1715, atom 4 (O): -1.0029, atom 5 (O): -0.8993, atom 6 (N): -0.6535

***

[5]
The molecule C14H18F3N3O3 in a non-equilibrium geometry, computed with the ωB97M-V functional and the def2-TZVPD basis.

Geometry (Å):
C: 5.45733 2.01014 -0.90181
C: 4.65885 0.87802 -0.35966
C: 4.98252 -0.42051 -0.09605
C: 3.80490 -1.02880 0.40340
C: 2.84579 -0.05877 0.41134
C: 1.41239 -0.08268 0.82022
N: 0.52740 -0.00781 -0.34192
C: 0.74147 -1.06206 -1.30829
C: 0.39303 -2.45515 -0.75798
N: -0.74203 -2.38865 0.13984
C: -1.34954 -1.29173 0.61474
O: -2.22727 -1.38014 1.46222
C: -0.88655 0.03358 0.00615
C: -1.23696 1.24665 0.88319
C: -2.63664 1.74836 0.56047
O: -2.85707 2.77267 -0.04547
N: -3.61827 0.93827 1.03263
C: -4.97617 1.11885 0.60794
C: -5.34579 0.09910 -0.46952
F: -5.47880 -1.14056 0.02729
F: -4.41718 0.01857 -1.43299
F: -6.50795 0.39469 -1.06829
O: 3.36489 1.09928 -0.05061
H: 4.85526 2.91425 -0.88220
H: 6.35599 2.16466 -0.30759
H: 5.75996 1.81015 -1.92887
H: 5.93627 -0.88629 -0.23629
H: 3.69588 -2.04597 0.72219
H: 1.21389 0.79812 1.43445
H: 1.23743 -0.98039 1.43406
H: 1.78629 -1.04904 -1.62244
H: 0.11965 -0.83735 -2.17823
H: 0.16087 -3.13664 -1.58202
H: 1.25015 -2.86663 -0.21064
H: -1.05620 -3.26420 0.53935
H: -1.43078 0.14230 -0.94388
H: -0.53867 2.05041 0.65088
H: -1.17713 0.98791 1.94110
H: -3.33806 0.03384 1.41945
H: -5.67756 1.00149 1.43902
H: -5.06157 2.12204 0.17480

Atoms 1-6, force components in eV/Å:
-0.18 -0.06 0.04
0.75 -0.54 -0.06
-0.05 0.58 -0.16
-0.54 0.39 0.09
0.00 -0.92 0.39
0.16 0.24 -0.16

- E_HOMO: -8.58 eV
- M: 333.310 g/mol
- Charge: 0
- SMILES string: Cc1ccc(CN2CCNC(=O)[C@H]2CC(=O)NCC(F)(F)F)o1
- Energy relative to the best compared isomer or geometry (same formula, charge and spin): 0.00 kJ/mol

Atomic partial charges in e from the natural (NBO) method, atoms 1 to 6: atom 1 (C): -0.6587, atom 2 (C): 0.2968, atom 3 (C): -0.3303, atom 4 (C): -0.2962, atom 5 (C): 0.2578, atom 6 (C): -0.2774

***

- Among the records above, which one has the lowest M?
  C14H18ClNO4S